Record 1
Entry from the Open Molecules 2025 dataset: a cluster of 12 separate species, C27H78O21 in total (the ωB97M-V functional and the def2-TZVPD basis).

Geometry as XYZ:
```
126
Properties=species:S:1:pos:R:3
O 11.70 14.10 8.65
O 11.81 8.37 11.99
O 13.22 11.73 16.37
O 7.65 14.97 12.02
O 15.17 11.72 10.90
O 14.35 9.20 12.30
O 10.20 15.23 11.09
O 11.95 12.09 6.72
O 15.90 9.33 9.05
O 6.03 9.17 9.99
O 10.75 12.33 10.81
O 10.72 11.23 15.44
O 15.60 10.21 17.05
O 9.81 6.15 12.15
O 13.14 15.79 13.25
O 8.49 10.98 10.29
O 16.81 7.94 11.12
O 17.51 15.92 13.30
O 13.34 13.37 12.05
O 9.15 8.17 14.22
O 6.92 13.54 14.71
C 10.60 9.83 15.14
C 7.21 13.65 12.28
C 12.87 15.62 14.64
C 16.70 14.89 12.82
C 11.57 11.61 11.72
C 14.05 16.12 15.47
C 11.10 10.89 6.77
C 10.69 15.89 9.95
C 16.79 13.63 13.61
C 14.58 11.37 9.65
C 9.29 9.54 14.37
C 11.46 16.18 14.95
C 10.62 15.08 8.66
C 9.63 11.36 6.86
C 17.13 14.68 11.37
C 8.17 9.81 10.99
C 14.46 12.21 15.91
C 11.89 7.18 11.20
C 15.19 8.32 13.03
C 7.37 8.80 10.12
C 12.33 12.54 12.69
C 11.52 10.14 8.05
C 15.44 11.02 15.87
C 15.91 7.36 12.05
C 10.48 6.60 11.01
C 7.72 13.12 13.65
C 15.64 10.72 8.74
H 15.24 6.69 11.51
H 16.38 6.68 12.76
H 6.15 13.52 12.07
H 10.74 15.75 7.81
H 13.82 16.10 16.53
H 8.92 10.53 6.90
H 16.31 8.29 10.38
H 12.58 6.48 11.67
H 16.76 13.78 14.69
H 7.55 10.03 11.86
H 14.30 17.13 15.12
H 11.56 11.35 15.89
H 11.56 13.52 9.40
H 9.98 6.72 12.90
H 8.58 14.97 11.76
H 7.64 12.99 11.53
H 14.36 12.32 9.15
H 9.43 12.01 6.01
H 14.61 7.78 13.78
H 15.07 10.23 15.22
H 13.19 16.73 13.09
H 17.27 16.74 12.86
H 13.28 11.66 17.32
H 16.43 11.32 15.53
H 16.04 10.71 17.75
H 11.31 17.11 14.42
H 9.37 10.04 13.40
H 16.58 11.27 8.67
H 10.84 9.31 8.23
H 7.86 8.54 9.18
H 7.75 12.03 13.62
H 8.47 10.05 14.87
H 18.10 14.21 11.18
H 14.68 12.94 16.68
H 10.09 16.79 9.83
H 10.12 11.65 10.56
H 17.15 15.58 10.76
H 11.53 9.53 14.67
H 8.69 13.59 13.81
H 10.57 14.35 11.14
H 13.77 10.65 9.73
H 12.36 7.45 10.26
H 12.69 8.65 12.25
H 16.35 8.99 8.28
H 9.71 14.48 8.64
H 11.69 16.27 10.18
H 11.01 10.88 12.31
H 16.34 14.02 11.00
H 14.94 15.50 15.35
H 14.57 12.30 11.37
H 13.21 14.27 12.36
H 12.27 11.03 11.11
H 12.52 9.72 8.04
H 8.40 7.92 14.76
H 9.54 11.92 7.80
H 15.73 15.39 12.80
H 7.38 13.35 15.53
H 11.56 13.16 13.12
H 17.79 13.20 13.49
H 14.31 12.77 14.98
H 11.46 10.83 8.89
H 15.17 10.67 7.76
H 12.70 11.89 13.48
H 9.06 9.39 11.46
H 16.03 12.87 13.40
H 10.62 9.32 16.10
H 12.78 14.56 14.83
H 15.93 8.96 13.50
H 6.05 9.85 9.31
H 7.84 11.17 9.60
H 11.29 16.35 16.01
H 10.65 15.54 14.61
H 11.68 12.66 7.45
H 7.31 7.85 10.64
H 11.26 10.23 5.92
H 9.89 7.36 10.50
H 14.85 9.88 11.84
H 10.55 5.71 10.39
```

Summary:
Structure (SMILES): CC(C)O.CC(C)O.CC(C)O.OCCO.OCCO.OCCO.OCCO.OCCO.OCCO.OCCO.OCCO.OCCO
LUMO energy in eV: 0.17
M in g mol⁻¹: 738.900
DFT total energy in a.u.: -2655.37833
Energy above the lowest of the compared OMol25 structures with the same formula, charge and spin in kJ/mol: 81.55
HOMO in eV: -9.520
Gap between HOMO and LUMO in Eh: 0.356
Strongest force on any atom in eV Å⁻¹: 3.0
Net charge: 0

---

Record 2
Entry from the Open Molecules 2025 dataset: a cluster of 13 separate species, C27H80N10O13 in total (the ωB97M-V functional and the def2-TZVPD basis).

Geometry as XYZ:
```
130
Properties=species:S:1:pos:R:3
O -1.75 5.50 2.83
O -1.98 -0.92 -4.20
O -2.13 -1.11 3.29
O 3.33 0.03 0.78
O 3.12 3.16 -2.08
O -3.57 2.61 -1.37
O -4.44 -2.35 2.53
O 0.04 -4.43 1.71
O 4.03 -2.90 -1.49
O 2.08 -1.41 2.91
O 0.06 3.22 -3.14
O 0.12 -4.86 -3.99
O -1.20 0.10 0.81
N -1.71 4.69 -2.78
N 4.08 -1.89 -3.57
N -4.69 3.46 0.49
N 0.02 5.38 -3.86
N 2.40 1.97 -3.97
N 4.06 -0.63 -1.81
N 4.36 1.63 -3.45
N -3.14 1.97 0.89
N 2.06 -3.34 0.97
N 2.20 -4.85 2.51
C -3.55 -4.44 2.54
C -3.76 2.75 0.03
C -4.01 -3.20 1.77
C -0.98 4.98 0.72
C -0.05 0.05 0.32
C 3.53 1.24 0.76
C -2.82 0.06 3.65
C 0.34 -1.11 -0.62
C 0.67 -0.04 4.21
C 4.04 -1.81 -2.32
C -1.47 -4.40 -2.63
C 2.74 2.04 1.80
C -1.91 0.07 -3.48
C 1.40 -4.25 1.69
C -2.16 1.34 -4.23
C -2.74 -0.20 -2.19
C -0.03 1.45 -0.41
C -0.23 3.75 2.81
C -0.56 4.46 -3.20
C 0.88 -4.26 -1.90
C 3.31 2.36 -3.18
C -2.86 -2.74 0.92
C -0.72 5.09 2.26
C 1.50 -2.15 5.02
C 5.03 1.47 0.83
C 1.21 -1.42 3.78
C -0.08 -5.00 -2.75
H -2.77 -4.21 3.26
H 1.45 -1.01 -0.85
H -1.86 -2.92 1.34
H -0.91 0.17 -3.13
H 3.05 -3.35 0.91
H -3.28 2.18 1.91
H 1.94 -4.49 -1.84
H -2.95 -3.34 0.00
H 2.81 3.17 1.73
H 4.17 0.21 -2.38
H -2.27 6.02 2.17
H 0.33 0.64 3.46
H -0.03 5.86 2.46
H 1.01 5.28 -4.23
H -2.15 -4.97 -3.21
H 1.52 0.33 4.68
H -4.64 -1.62 1.92
H -0.74 1.50 -1.16
H -1.22 1.70 -4.61
H 4.41 -1.13 -4.18
H 0.43 -4.00 -4.16
H 0.37 -1.82 3.26
H 0.84 -2.04 5.83
H 5.59 0.81 0.10
H -4.98 3.50 1.49
H 1.64 -5.47 3.06
H -0.15 -0.24 4.89
H 5.58 1.20 1.69
H 5.30 2.53 0.66
H -0.31 3.89 3.92
H 1.61 2.45 -3.51
H -2.38 1.32 0.58
H 1.72 1.80 1.54
H 0.53 -4.42 -0.89
H -3.19 -5.22 1.86
H 3.90 -0.51 -0.78
H 3.12 -0.27 1.62
H 1.56 -3.23 4.88
H -2.71 -1.76 2.91
H -1.58 -3.38 -2.96
H -4.78 -3.44 1.07
H 0.75 3.45 2.54
H 4.46 1.09 -4.33
H -1.97 5.60 -2.53
H -0.41 6.36 -4.06
H 0.18 -2.03 -0.06
H -3.47 -0.05 4.58
H -0.08 -6.07 -2.54
H -4.32 -4.94 3.08
H 2.48 -1.84 5.51
H -0.25 -1.06 -1.49
H -1.85 -4.46 -1.61
H 3.03 1.69 2.84
H 1.00 1.52 -0.84
H 4.08 -2.85 -3.86
H 0.84 -3.20 -2.16
H -0.80 2.98 2.48
H -1.38 5.89 0.40
H -3.25 0.61 2.82
H 5.26 1.65 -2.97
H 3.18 -4.72 2.64
H -0.10 2.31 0.18
H -1.27 -0.73 1.28
H -1.67 4.16 0.47
H -3.82 -0.05 -2.41
H 0.77 -0.01 1.16
H -2.91 -1.68 0.71
H -2.59 2.12 -3.65
H -2.56 0.43 -1.33
H -2.64 -1.27 -1.80
H 1.45 -2.88 0.31
H -2.11 3.89 -2.33
H -1.98 0.68 3.99
H -2.94 1.12 -4.98
H -5.34 4.00 -0.16
H 3.22 1.48 -0.24
H 2.52 2.30 -4.93
H 2.02 -2.22 2.47
H -0.13 4.65 0.14
H -1.35 -0.79 -4.92
```

Summary:
LUMO energy in eV: 0.17
M in g mol⁻¹: 752.994
DFT total energy in a.u.: -2602.00251
Energy above the lowest of the compared OMol25 structures with the same formula, charge and spin in kJ/mol: 1410.31
HOMO in eV: -8.849
Gap between HOMO and LUMO in Eh: 0.332
Strongest force on any atom in eV Å⁻¹: 12.4
Net charge: 0

---

Record 3
Entry from the Open Molecules 2025 dataset: a cluster of 12 separate species, C27H81N21O15 in total (the ωB97M-V functional and the def2-TZVPD basis).

Geometry as XYZ:
```
144
Properties=species:S:1:pos:R:3
O -7.91 3.46 2.03
O 0.54 -5.12 -3.66
O 3.42 3.45 -3.63
O 4.31 -3.48 -2.69
O -1.11 -3.48 0.81
O -5.09 2.08 -1.62
O 2.32 -3.69 3.49
O 0.85 -0.83 -5.28
O 0.28 3.97 -1.50
O -1.90 -0.36 -3.61
O -2.88 0.02 3.32
O 0.41 -0.49 0.30
O -0.25 -2.24 7.75
O 7.07 -0.32 0.02
O 3.07 3.66 1.59
N 4.35 -1.30 -0.87
N 4.26 -2.83 2.60
N 1.27 1.12 -4.15
N 0.48 -5.00 1.42
N -0.69 -1.18 4.73
N -5.84 4.22 0.20
N -2.14 -1.45 -5.54
N 0.38 5.00 -3.56
N -1.54 -1.05 -0.80
N 5.38 3.08 -2.32
N -0.52 -3.62 2.96
N -3.95 -0.39 -4.64
N 2.74 0.36 -5.58
N -0.82 -4.66 -1.91
N -0.53 0.96 -1.25
N -0.37 -3.10 -3.63
N 2.21 -2.16 1.75
N 3.40 1.47 1.93
N 3.39 3.75 -1.40
N 1.50 2.13 0.95
N -1.63 4.91 -2.18
C -5.51 4.42 -1.19
C -7.27 4.68 2.15
C -6.91 5.05 0.74
C -4.04 1.24 -1.23
C -0.66 -3.29 8.59
C 3.24 -1.57 -1.76
C 7.47 -1.62 0.48
C -8.23 2.83 3.28
C -3.99 0.14 2.46
C -4.51 3.39 -1.66
C 0.44 -1.43 5.67
C -2.60 -0.72 -4.55
C 4.28 -4.84 -3.11
C 2.68 2.51 1.43
C 2.83 -2.93 2.70
C -0.44 -4.02 1.68
C -0.52 -0.21 -0.49
C -0.26 4.64 -2.39
C 0.26 -2.67 6.50
C 3.15 -3.09 -2.02
C -1.70 -0.26 2.63
C 4.74 0.11 -0.66
C 5.85 0.16 0.41
C 1.56 0.14 -4.99
C -0.57 -0.18 3.55
C 4.04 3.44 -2.54
C -0.18 -4.32 -3.10
H 1.33 1.16 0.79
H 0.21 -3.72 9.09
H -0.93 -2.29 -3.31
H 1.21 -5.08 2.11
H -0.49 -3.42 6.14
H 3.07 -0.32 -6.22
H -3.40 1.04 -2.11
H -2.67 -1.61 -6.39
H -4.40 -0.46 -5.52
H -4.51 0.32 -0.90
H 1.30 -1.66 5.01
H 0.25 -2.90 -4.42
H 4.63 -3.61 3.10
H -0.94 -2.74 3.18
H 3.93 0.79 -0.36
H -7.31 2.45 3.80
H 7.37 -1.67 1.57
H 6.89 -2.40 0.03
H 2.27 -1.30 -1.36
H -1.72 4.85 -1.17
H -4.88 0.43 3.06
H 5.71 3.33 -1.37
H -8.61 3.55 4.01
H 3.18 1.26 -5.60
H -4.20 -0.84 1.98
H -6.34 4.66 2.71
H -1.16 -4.06 8.00
H 4.39 1.68 2.10
H -1.79 -1.27 2.23
H -1.28 1.10 -1.94
H 3.54 -4.88 -3.96
H -0.06 1.83 -1.06
H -7.83 5.11 0.10
H -1.59 -1.02 5.16
H -0.16 5.27 -4.34
H 1.23 -2.13 1.65
H 6.02 1.18 0.83
H 0.84 2.70 0.44
H 8.51 -1.66 0.09
H -4.17 3.60 -2.69
H -6.61 6.10 0.78
H -0.64 -5.55 -1.48
H 1.21 -3.19 6.59
H -1.11 -3.98 -1.21
H 0.34 -0.51 3.00
H -1.65 0.37 1.73
H -1.89 -1.02 -1.74
H 0.31 -3.82 3.48
H 3.12 0.51 2.00
H -3.36 1.66 -0.48
H -3.91 0.88 1.70
H 5.09 0.52 -1.56
H -2.02 5.79 -2.43
H 5.13 -1.80 -1.28
H -1.58 -1.86 -0.23
H -1.13 -1.40 -5.62
H 3.71 3.85 -0.44
H 5.23 -5.20 -3.38
H 3.30 -1.06 -2.70
H 0.39 0.96 -3.69
H 3.06 -3.74 -1.15
H 1.94 1.77 -3.79
H -6.14 3.27 0.29
H 6.08 3.20 -3.00
H -9.01 2.08 3.08
H 2.22 -3.37 -2.65
H -4.14 0.42 -4.09
H -4.95 5.36 -1.26
H 3.79 -5.53 -2.33
H 0.87 -4.76 0.48
H 4.56 -2.65 1.62
H -8.00 5.30 2.73
H 2.42 3.86 -1.50
H -0.52 0.86 3.87
H 1.29 4.56 -3.69
H 0.74 -0.65 6.39
H -6.47 4.47 -1.76
H 2.81 -1.55 1.21
H -3.59 3.38 -1.08
H -1.37 -2.87 9.32
H 5.42 -0.46 1.23
```

Summary:
Structure (SMILES): COCCNCCOC.COCCNCCOC.COCCNCCOC.NC(N)=O.NC(N)=O.NC(N)=O.NC(N)=O.NC(N)=O.NC(N)=O.NC(N)=O.NC(N)=O.NC(N)=O
LUMO energy in eV: 0.16
M in g mol⁻¹: 940.077
DFT total energy in a.u.: -3356.07470
Energy above the lowest of the compared OMol25 structures with the same formula, charge and spin in kJ/mol: 0.00
HOMO in eV: -8.589
Gap between HOMO and LUMO in Eh: 0.322
Strongest force on any atom in eV Å⁻¹: 3.8
Net charge: 0

---

Q: Among the records above, which one has the highest strongest force on any atom?
A: C27H80N10O13